Entry 1:
{
  "formula": "ClH5N2Si",
  "method": "ωB97M-V/def2-TZVPD",
  "spin_multiplicity": 1,
  "total_charge": 0,
  "homo_lumo_gap_ev": 10.071,
  "homo_ev": -9.6,
  "relative_energy_kcal_mol": 65.4,
  "elements": ["H", "N", "Si", "N", "H", "H", "H", "Cl", "H"],
  "coordinates": [[0.42837, -2.19740, 0.20293], [0.42309, -1.15598, 0.37693], [-0.71759, -0.24319, -0.29352], [-1.20389, 1.25303, 0.24401], [-1.72502, -0.49850, -1.51325], [-0.90269, 1.47029, 1.25437], [-1.60135, 1.98391, -0.36613], [3.13092, -0.21701, -0.41778], [2.16817, -0.39516, 0.51243]],
  "forces_ev_per_a": [[0.1, 1.8, 0.2], [-0.9, -1.2, 0.0], [-1.2, -1.1, -1.7], [0.7, 0.9, 2.1], [1.3, 0.0, 1.2], [-0.8, 0.3, -2.5], [0.4, -0.6, 1.0], [-0.3, 0.1, 0.8], [0.5, -0.1, -1.1]]
}


Entry 2:
{
  "formula": "C18H24N2O2",
  "method": "ωB97M-V/def2-TZVPD",
  "spin_multiplicity": 1,
  "total_charge": 0,
  "homo_lumo_gap_ev": 8.588,
  "homo_ev": -8.0,
  "relative_energy_kcal_mol": 44.2,
  "elements": ["C", "C", "C", "C", "N", "C", "O", "C", "C", "C", "C", "C", "C", "O", "C", "C", "C", "N", "C", "C", "C", "C", "H", "H", "H", "H", "H", "H", "H", "H", "H", "H", "H", "H", "H", "H", "H", "H", "H", "H", "H", "H", "H", "H", "H", "H"],
  "coordinates": [[-3.77846, -3.39569, -0.59411], [-2.72431, -2.81287, 0.33840], [-1.84509, -1.75171, -0.33924], [-2.61195, -0.47601, -0.66531], [-0.71967, -1.43489, 0.52164], [0.53489, -1.86790, 0.28543], [0.82484, -2.55831, -0.66887], [1.54584, -1.44382, 1.34746], [2.16373, -0.04476, 1.11097], [1.12858, 0.93260, 0.58842], [0.31263, 1.61866, 1.47461], [-0.65163, 2.50708, 1.02787], [-0.80676, 2.72841, -0.33559], [-1.71597, 3.57360, -0.89289], [-2.56478, 4.30618, -0.04396], [0.01522, 2.04036, -1.23107], [0.96573, 1.15384, -0.77469], [3.32471, -0.09773, 0.25900], [4.37265, 0.76529, 0.36963], [5.26922, 0.49714, -0.62575], [4.73935, -0.56977, -1.37732], [3.54026, -0.90841, -0.81323], [-3.30940, -3.79726, -1.48890], [-4.31348, -4.20091, -0.09630], [-4.50231, -2.64130, -0.89055], [-2.07166, -3.61799, 0.68287], [-3.20838, -2.37383, 1.21479], [-1.41251, -2.17496, -1.25169], [-3.05867, -0.06162, 0.23746], [-3.40148, -0.68057, -1.38144], [-1.94104, 0.26465, -1.09307], [-0.90441, -0.83871, 1.31260], [2.35073, -2.18018, 1.36380], [1.04995, -1.44503, 2.31954], [2.51478, 0.32308, 2.08595], [0.43008, 1.46654, 2.53933], [-1.26420, 3.02276, 1.75069], [-3.18736, 4.91144, -0.70073], [-3.20452, 3.64690, 0.55213], [-1.99778, 4.96388, 0.62273], [-0.11292, 2.22287, -2.28626], [1.59155, 0.63093, -1.48145], [4.40141, 1.50191, 1.14944], [6.20000, 1.00178, -0.79649], [5.19040, -1.03477, -2.23183], [2.84223, -1.67090, -1.09405]],
  "forces_ev_per_a": [[0.1, 0.1, 0.2], [0.1, 0.0, -0.3], [-0.2, -0.1, 0.0], [0.2, -0.2, -0.1], [-0.3, 0.0, 0.1], [-0.1, 0.1, 0.7], [0.2, -0.3, -0.5], [0.2, 0.0, -0.2], [-0.4, 0.0, 0.3], [0.1, 0.2, 0.2], [0.2, -0.2, -0.2], [-0.3, 0.3, -0.1], [0.1, -0.1, 0.0], [0.2, -0.2, -0.2], [-0.1, 0.1, 0.1], [-0.1, 0.2, 0.1], [0.0, 0.1, 0.1], [0.2, -0.1, 0.1], [0.3, 0.3, 0.1], [0.1, 0.2, 0.1], [0.0, -0.1, -0.1], [0.0, -0.4, -0.3], [0.0, -0.1, -0.1], [-0.1, -0.1, 0.0], [-0.1, 0.0, -0.1], [0.0, 0.0, 0.1], [0.1, 0.0, 0.1], [-0.1, 0.0, 0.1], [-0.1, 0.1, 0.1], [-0.2, 0.0, -0.1], [0.0, 0.1, 0.0], [0.1, 0.0, 0.0], [-0.1, 0.0, 0.1], [0.0, 0.0, 0.0], [-0.1, -0.1, -0.2], [0.0, 0.0, 0.1], [-0.1, 0.1, 0.0], [0.0, 0.0, 0.1], [0.0, 0.0, 0.0], [0.0, 0.0, 0.0], [0.0, 0.0, -0.1], [0.1, 0.0, -0.1], [0.0, 0.1, 0.1], [0.2, 0.1, 0.0], [0.0, -0.1, -0.1], [-0.2, -0.2, 0.0]]
}


Entry 3:
{
  "formula": "C6H7N",
  "method": "ωB97M-V/def2-TZVPD",
  "spin_multiplicity": 1,
  "total_charge": 0,
  "homo_lumo_gap_ev": 9.342,
  "homo_ev": -8.6,
  "relative_energy_kcal_mol": 118.8,
  "elements": ["C", "C", "C", "C", "C", "C", "N", "H", "H", "H", "H", "H", "H", "H"],
  "coordinates": [[2.32951, 0.71454, -0.02264], [0.29305, 0.63183, -1.56917], [-0.23972, 0.90712, -0.35385], [1.09296, 0.29690, -0.37808], [-1.12666, 1.58153, 0.68040], [1.27327, -1.65836, 0.16555], [3.42013, 0.89946, 0.25337], [0.41958, 0.52547, -2.67977], [-0.46553, 2.24202, 1.17152], [-1.67629, 0.83255, 1.28896], [-1.85681, 2.13477, 0.17570], [2.29228, -1.99223, -0.24866], [0.54983, -1.93257, -0.58691], [0.95296, -1.67402, 1.15219]],
  "forces_ev_per_a": [[1.6, 1.0, 0.4], [-0.8, 0.2, 1.4], [0.9, 0.1, -1.9], [-2.2, -4.8, 0.3], [0.3, -2.3, -1.5], [1.1, 3.3, -4.6], [1.5, 0.5, 0.5], [-0.7, 0.4, 1.5], [0.4, 0.6, 1.2], [0.8, 0.5, 0.0], [-1.2, 1.0, -0.7], [-1.4, 0.6, 1.5], [-0.5, -0.6, 0.3], [0.0, -0.4, 1.7]]
}


Entry 4:
{
  "formula": "C8H11IN2O7P2S2Se3TcTe",
  "method": "ωB97M-V/def2-TZVPD",
  "spin_multiplicity": 2,
  "s2": 0.8986,
  "total_charge": 0,
  "homo_lumo_gap_ev": [5.337, 5.438],
  "homo_ev": [-7.4, -7.5],
  "relative_energy_kcal_mol": 0.0,
  "elements": ["Tc", "O", "P", "O", "O", "O", "P", "O", "O", "O", "H", "H", "Se", "Se", "Te", "Se", "I", "C", "C", "C", "C", "C", "N", "H", "H", "H", "H", "S", "C", "N", "C", "C", "S", "H", "H", "H", "H", "H"],
  "coordinates": [[-1.44579, -0.52318, 1.03173], [-3.64441, -3.72552, 0.18369], [-2.57719, -2.57198, 0.15382], [-3.20964, -1.21318, 0.06381], [-1.64443, -2.57818, 1.35268], [-1.73513, -2.87099, -1.17778], [-0.84552, -1.55599, -1.63701], [0.17046, -2.20105, -2.66392], [-1.65910, -0.50622, -2.24641], [-0.07796, -1.18832, -0.36682], [-3.26238, -4.60371, 0.32722], [0.79717, -2.82338, -2.27176], [0.43902, 0.10528, 2.27650], [0.04225, 2.14490, 3.45517], [-2.04144, 1.36122, 4.63267], [-3.01667, -0.02454, 2.74030], [1.14697, 1.73828, -0.93648], [-0.93159, 1.84541, -0.98721], [-1.42061, 2.59649, -2.04530], [-2.76643, 2.87605, -2.11469], [-3.56907, 2.46443, -1.06549], [-3.01079, 1.72260, -0.05519], [-1.70998, 1.35036, 0.00106], [-0.73892, 2.92429, -2.81414], [-3.16923, 3.42611, -2.95370], [-4.62209, 2.69966, -1.02394], [-3.62823, 1.42351, 0.77537], [2.26873, -2.21657, 1.87196], [3.36195, -1.24545, 1.10907], [3.83150, -0.08592, 1.58806], [4.66708, 0.71107, 0.70574], [5.32000, -0.28043, -0.24870], [4.11410, -1.64558, -0.41463], [3.34164, 0.34574, 2.35779], [5.41409, 1.24148, 1.29581], [4.06082, 1.44196, 0.15883], [6.23207, -0.70079, 0.17119], [5.51876, 0.14213, -1.22932]],
  "forces_ev_per_a": [[0.6, 1.7, 2.3], [0.1, -0.1, 0.1], [-0.5, -1.4, -0.6], [-0.8, -0.2, -0.5], [0.2, -0.3, 0.5], [-0.2, 0.3, 0.1], [0.3, -0.3, -1.0], [0.1, -0.2, -0.1], [0.0, -0.2, -0.4], [-0.1, 0.2, 0.1], [-0.1, 0.1, 0.0], [-0.1, 0.1, 0.1], [0.6, 0.6, 0.0], [-0.5, -0.5, -0.1], [-0.1, -0.1, -0.3], [0.3, 0.2, 0.2], [0.1, -0.2, 0.0], [0.0, 0.1, 0.5], [0.0, -0.1, 0.0], [0.0, 0.0, 0.0], [0.0, 0.1, -0.1], [-0.1, 0.1, 0.1], [0.0, 0.6, -0.8], [0.0, 0.0, 0.0], [0.0, 0.0, 0.0], [0.0, 0.0, 0.0], [0.0, -0.2, -0.1], [0.3, -0.4, -0.3], [-0.1, -0.4, 0.5], [0.1, 0.2, -0.2], [-0.1, 0.1, 0.0], [-0.1, -0.3, 0.0], [0.0, 0.2, -0.1], [0.0, -0.1, 0.0], [0.0, 0.1, -0.1], [0.0, 0.0, 0.0], [0.1, 0.1, 0.0], [0.1, 0.1, 0.0]]
}


Entry 5:
{
  "formula": "C33H64Br2F14O9Si2",
  "method": "ωB97M-V/def2-TZVPD",
  "spin_multiplicity": 1,
  "total_charge": 0,
  "homo_lumo_gap_ev": 9.532,
  "homo_ev": -9.1,
  "elements": ["C", "C", "C", "C", "Si", "C", "C", "F", "O", "Si", "C", "C", "C", "F", "F", "C", "F", "F", "C", "F", "F", "C", "F", "F", "C", "F", "F", "C", "F", "F", "F", "C", "Br", "C", "C", "Br", "H", "H", "H", "H", "H", "H", "H", "H", "H", "H", "H", "H", "H", "H", "H", "H", "H", "H", "H", "H", "H", "H", "H", "H", "C", "O", "C", "C", "O", "C", "H", "H", "H", "H", "H", "H", "H", "H", "H", "H", "C", "O", "C", "C", "O", "C", "H", "H", "H", "H", "H", "H", "H", "H", "H", "H", "C", "O", "C", "C", "O", "C", "H", "H", "H", "H", "H", "H", "H", "H", "H", "H", "C", "O", "C", "C", "O", "C", "H", "H", "H", "H", "H", "H", "H", "H", "H", "H"],
  "coordinates": [[3.17030, 1.88118, 2.70838], [3.90912, 2.49412, 1.51998], [3.75237, 1.69554, 0.15984], [2.82223, 0.46165, 0.26542], [3.39763, 2.82188, -1.31497], [2.72597, 1.79065, -2.74920], [2.02777, 2.58406, -3.86552], [2.34483, 1.97856, -5.08470], [2.29569, 4.06673, -1.02248], [0.85793, 3.69403, -0.25019], [-0.47253, 3.01456, -1.40081], [-1.92291, 3.29606, -0.95353], [-2.47729, 2.35302, 0.07205], [-1.75596, 2.36407, 1.19410], [-3.69067, 2.80762, 0.43268], [-2.62909, 0.86301, -0.32399], [-3.22645, 0.26845, 0.70711], [-1.41470, 0.31343, -0.40773], [-3.51025, 0.56117, -1.58010], [-4.17952, 1.62672, -1.98695], [-4.44800, -0.30891, -1.24645], [-2.73182, 0.04425, -2.81885], [-1.77293, 0.88781, -3.17319], [-3.60888, 0.07020, -3.81186], [-2.14084, -1.41320, -2.77012], [-2.24089, -2.03197, -1.60093], [-2.80004, -2.15267, -3.65035], [-0.64719, -1.50412, -3.20560], [0.15198, -0.84850, -2.40041], [-0.47341, -1.14395, -4.44293], [-0.32517, -2.78303, -3.11738], [5.07496, 3.70339, -1.69749], [4.60122, 5.44693, -2.49013], [6.01706, 2.94079, -2.65431], [6.30792, 1.50816, -2.23475], [5.49874, 3.01844, -4.54812], [3.68741, 0.98371, 3.03440], [2.10946, 1.72784, 2.54493], [3.25755, 2.58789, 3.53601], [3.56058, 3.50772, 1.31205], [4.95825, 2.55404, 1.80067], [4.74372, 1.27281, -0.02253], [2.87222, -0.07771, -0.67935], [3.20341, -0.23243, 1.01258], [1.80642, 0.70310, 0.56270], [1.97063, 1.12438, -2.32151], [3.45418, 1.14086, -3.22938], [0.94863, 2.49800, -3.80108], [2.34923, 3.61939, -3.93878], [0.32770, 4.96509, 0.29754], [1.09393, 2.84100, 0.92865], [-0.25266, 1.96684, -1.60526], [-0.33566, 3.53182, -2.35123], [-1.92712, 4.28300, -0.48814], [-2.54438, 3.39563, -1.83642], [5.57671, 3.87346, -0.74806], [6.96928, 3.46187, -2.62883], [5.45442, 0.83940, -2.30051], [7.10954, 1.14695, -2.87075], [6.67090, 1.49465, -1.20557], [-4.44826, -3.01852, 0.71664], [-4.74039, -3.75949, 1.88964], [-5.49856, -4.93177, 1.62647], [-4.62807, -6.17048, 1.63820], [-3.70331, -6.16832, 0.56066], [-2.39482, -5.78933, 0.95299], [-3.70258, -2.26444, 0.96358], [-4.05252, -3.65383, -0.07911], [-5.35483, -2.51344, 0.36645], [-6.03181, -4.84382, 0.67523], [-6.24516, -5.01774, 2.42285], [-5.26698, -7.05030, 1.51221], [-4.10865, -6.26618, 2.59668], [-1.91568, -6.60381, 1.50667], [-2.40028, -4.88485, 1.56571], [-1.81837, -5.59609, 0.04893], [-1.38400, -1.47784, -9.60600], [-2.24213, -0.39831, -9.27991], [-3.60852, -0.67119, -9.55329], [-4.36875, -1.02793, -8.29331], [-3.92731, -2.26132, -7.74642], [-3.05602, -2.09497, -6.63987], [-0.40621, -1.26971, -9.17376], [-1.75176, -2.42404, -9.20233], [-1.27722, -1.56109, -10.69293], [-3.70453, -1.46744, -10.29778], [-4.03957, 0.24074, -9.97896], [-5.42763, -1.14850, -8.54382], [-4.28692, -0.22387, -7.55516], [-3.62360, -1.77845, -5.76393], [-2.26838, -1.36666, -6.85058], [-2.59343, -3.05873, -6.42832], [-4.34181, -1.91709, 4.50587], [-3.46352, -2.12056, 5.60448], [-3.78133, -1.31594, 6.72859], [-4.51685, -2.10743, 7.78978], [-5.80320, -2.51189, 7.34384], [-5.84654, -3.86757, 6.93534], [-4.16656, -2.70813, 3.78002], [-5.38985, -1.95080, 4.81300], [-4.12963, -0.95112, 4.03257], [-4.36623, -0.44124, 6.42774], [-2.83470, -0.95932, 7.14848], [-4.66723, -1.46776, 8.66549], [-3.92422, -2.97253, 8.10275], [-5.82115, -4.52695, 7.80996], [-5.01990, -4.11602, 6.26563], [-6.78544, -4.02667, 6.40611], [5.57012, 1.18198, 5.56520], [5.99426, 2.15414, 4.62445], [6.16335, 3.44129, 5.20242], [7.62306, 3.75187, 5.45867], [8.16981, 2.90698, 6.46009], [8.95165, 1.85088, 5.92887], [5.66999, 0.20127, 5.10136], [6.17773, 1.20417, 6.47242], [4.51805, 1.34179, 5.82550], [5.58312, 3.53083, 6.12568], [5.76893, 4.16978, 4.48592], [7.70367, 4.77971, 5.82607], [8.20007, 3.67970, 4.53160], [9.91343, 2.23515, 5.57274], [8.43870, 1.33671, 5.11282], [9.13700, 1.13708, 6.73042]],
  "forces_ev_per_a": [[0.5, 0.8, 0.3], [-0.6, -0.3, -0.9], [-0.1, -0.1, 0.9], [0.7, 0.1, 0.0], [0.6, 0.3, -0.3], [-0.7, 0.5, 0.1], [0.5, -0.6, -0.2], [0.0, 0.0, -0.3], [-0.3, -1.6, 0.4], [-0.2, 1.0, 0.2], [0.5, 0.0, 0.1], [1.3, 0.4, -0.3], [-0.5, 0.4, -1.0], [1.0, -0.1, 0.6], [-1.0, 0.0, 0.0], [-0.6, 0.6, 0.6], [-0.5, -0.4, 0.7], [0.7, -0.3, -0.6], [0.8, -0.2, 0.1], [-0.1, 1.5, -0.3], [-0.3, -1.3, 0.1], [-0.5, -0.9, 0.2], [1.0, 0.9, 0.3], [-0.9, -0.1, -0.7], [0.7, 0.3, -0.5], [-0.2, 0.3, 1.0], [-0.6, -0.5, -0.5], [-0.7, -0.8, 0.7], [0.6, 0.9, 0.6], [0.1, 0.8, -1.2], [0.2, -1.0, 0.1], [-1.3, -0.5, -1.1], [0.4, 0.1, 0.5], [0.3, 0.4, 0.6], [0.1, 0.2, 0.0], [0.0, -0.3, 0.3], [-0.3, -0.3, 0.0], [0.0, -0.3, -0.1], [0.0, 0.0, 0.1], [0.0, 0.2, 0.5], [0.1, 0.1, -0.1], [0.0, 0.0, -0.3], [-0.4, -0.1, -0.1], [0.0, 0.0, 0.1], [-0.2, 0.0, -0.3], [0.1, -0.1, 0.1], [0.2, 0.1, 0.1], [-0.2, 0.3, 0.2], [0.0, 0.1, 0.0], [0.0, 0.0, -0.1], [0.1, -0.2, -0.2], [-0.2, 0.0, 0.0], [0.1, 0.1, 0.0], [-0.2, 0.0, 0.2], [-0.4, -0.4, 0.1], [0.2, 0.2, 0.0], [0.1, 0.2, -0.2], [-0.1, 0.0, -0.1], [0.0, -0.3, -0.1], [0.0, 0.1, 0.1], [-0.1, 0.1, 0.0], [0.1, -0.1, -0.3], [0.0, 0.1, 0.4], [-0.1, -0.1, -0.3], [0.1, 0.2, 0.1], [0.0, -0.1, -0.1], [0.0, 0.0, 0.1], [0.0, 0.0, 0.0], [0.0, 0.0, -0.1], [0.1, 0.0, 0.0], [0.0, 0.0, 0.0], [0.0, 0.0, 0.0], [0.0, 0.1, 0.0], [0.0, 0.1, 0.1], [0.0, 0.0, 0.0], [0.0, 0.0, 0.0], [0.0, 0.1, 0.0], [0.0, -0.2, 0.0], [0.1, 0.3, 0.1], [-0.2, -0.3, -0.1], [0.2, 0.1, 0.0], [-0.1, -0.1, -0.1], [0.0, 0.1, 0.0], [0.0, 0.0, 0.0], [0.0, -0.1, 0.0], [0.0, 0.0, 0.0], [0.0, 0.0, 0.0], [0.0, 0.0, 0.0], [0.1, 0.0, 0.0], [0.0, 0.1, 0.0], [0.0, 0.0, 0.0], [-0.1, 0.0, 0.0], [0.2, 0.0, 0.0], [-0.2, 0.1, 0.0], [0.3, -0.2, 0.0], [-0.3, 0.3, 0.1], [0.1, -0.1, -0.1], [-0.1, 0.0, 0.0], [0.0, 0.0, 0.1], [0.0, 0.0, 0.0], [-0.1, 0.0, 0.0], [-0.1, 0.0, 0.0], [0.0, 0.0, 0.0], [0.0, 0.0, 0.0], [0.0, 0.0, -0.1], [0.0, -0.1, 0.0], [0.0, 0.0, 0.0], [0.0, 0.1, 0.0], [-0.1, 0.0, -0.1], [0.1, 0.0, 0.2], [0.0, 0.0, -0.4], [0.0, 0.1, 0.4], [0.0, -0.1, -0.2], [0.0, 0.0, 0.1], [0.0, 0.0, -0.1], [0.0, 0.0, 0.0], [0.0, 0.0, 0.1], [0.1, 0.0, 0.0], [0.0, 0.0, 0.0], [0.0, 0.0, 0.0], [0.0, 0.0, 0.0], [0.0, -0.1, -0.1], [0.0, 0.0, 0.0], [0.0, 0.1, 0.0]]
}